Record 1
C4H6O | the ωB97M-V functional and the def2-TZVPD basis

Structure (ORCA input):
```
! RIJCOSX wB97M-V def2-TZVPD def2/J DEFGRID3
* xyz 0 1
C -0.79577 0.53304 -0.66939
C -1.34869 -0.73816 -0.28341
O -1.13744 -1.39534 0.71208
H -2.03091 0.81596 -0.56597
H -0.62463 0.74436 -1.72159
H -0.30977 1.19995 0.02747
H -1.92713 -1.28816 -1.03209
C 1.59838 -0.16052 0.86638
C 2.64632 0.42033 0.78088
H 0.76734 -0.80329 1.09038
H 3.54197 0.97404 0.65810
*
```

## Properties
- Maximum force: 4.9 eV Å⁻¹
- Energy relative to the best compared isomer or geometry (same formula, charge and spin): 292.5 kJ/mol
- HOMO energy: -10.05 eV
- Kohn-Sham gap: 10.96 eV
- Structure (SMILES): CC=O.C#C

Record 2
C20H39Cl3N3O3PmSi | the ωB97M-V functional and the def2-TZVPD basis

Structure (ORCA input):
```
! RIJCOSX wB97M-V def2-TZVPD def2/J DEFGRID3
* xyz 0 5
C 1.27147 3.62009 -1.07730
C 0.24417 3.21443 -2.08670
H 2.30301 3.48092 -1.44040
H 1.15735 3.01251 -0.16049
H 1.18226 4.68995 -0.80668
C 0.23908 3.68233 -3.34957
C 1.24726 4.61712 -3.90882
H -0.55114 3.39289 -4.02760
H 2.27069 4.28038 -3.72770
H 1.15513 5.61978 -3.48649
H 1.13098 4.74947 -4.98895
Pm 1.07050 -0.26660 3.29351
Cl 0.46093 0.27725 5.76699
Cl -1.09334 1.19277 2.48972
C -1.75818 -1.86881 3.45842
O -0.50481 -2.01157 3.29101
N -2.68759 -2.61232 2.87347
C -2.36492 -3.75456 2.02716
C -4.08291 -2.18322 2.92567
H -2.14966 -1.06972 4.10113
H -1.53331 -4.31486 2.46280
H -2.10083 -3.41758 1.01984
H -3.26265 -4.37614 1.96684
H -4.24342 -1.61022 3.84906
H -4.74527 -3.06023 2.90008
H -4.33734 -1.53463 2.07052
H 6.20299 -0.48402 2.44601
H 3.87961 0.29449 0.47864
C 6.08698 -1.32983 1.75355
C 4.28082 -0.69533 0.17048
N 4.70366 -1.47891 1.32828
H 6.37956 -2.24947 2.27163
C 3.87420 -2.02436 2.22006
O 2.64599 -1.77614 2.29516
H 3.50617 -1.21532 -0.40789
H 4.36416 -2.70305 2.93875
H 6.68710 -1.15042 0.85787
H 5.17744 -0.52215 -0.43728
O 0.00913 1.01946 -1.29442
C -0.76273 2.18269 -1.57409
C -1.76395 1.30927 -3.76213
C -1.92735 1.94873 -2.52179
H -0.76722 1.01788 -4.10567
C -2.86919 1.03715 -4.57868
H -1.09726 2.49243 -0.57412
C -3.18926 2.44997 -2.19491
H -2.73612 0.50320 -5.52693
C -4.15178 1.41924 -4.16681
C -4.30804 2.16800 -2.99724
H -3.28700 3.04827 -1.29096
H -5.03069 1.10652 -4.73267
H -5.29699 2.50773 -2.68072
Si -0.54724 -0.52914 -1.04762
Cl 2.34782 1.59313 1.68817
C -0.32369 -1.43088 -2.63709
C -2.28844 -0.71301 -0.38479
C 0.50199 -1.16829 0.33881
H -1.10280 -1.19272 -3.37321
H -0.33886 -2.51491 -2.45424
H 0.65497 -1.17197 -3.06159
H 1.57834 -1.01743 0.20035
H 0.26788 -2.21140 0.60122
H 0.12658 -0.48207 1.13785
H -3.07534 -0.31482 -1.03929
H -2.40967 -0.25798 0.60953
H -2.46381 -1.79148 -0.28607
N 2.00942 -2.16926 4.92737
H 2.52105 -1.85065 5.74845
H 2.51324 -2.90218 4.44778
H 1.10084 -2.50041 5.23476
*
```

## Properties
- <S²>: 6.00
- Maximum force: 2.1 eV Å⁻¹
- HOMO energy (alpha / beta): -8.30 / -8.30 eV
- Kohn-Sham gap (alpha / beta): 8.31 / 8.31 eV

Record 3
C34H49Cl2N2O2P3Ti | the ωB97M-V functional and the def2-TZVPD basis

Structure (ORCA input):
```
! RIJCOSX wB97M-V def2-TZVPD def2/J DEFGRID3
* xyz 2 1
P -2.62722 -1.50631 -3.12986
C -3.87286 -1.73807 -1.84271
C -5.08603 -1.28018 -2.43862
H -5.03660 -0.56093 -3.24484
C -6.30311 -1.86893 -2.14178
H -7.15786 -1.66752 -2.77959
C -6.37881 -2.76320 -1.06688
H -7.33647 -3.26881 -0.86014
C -5.25294 -3.00317 -0.27690
H -5.36780 -3.64361 0.60620
C -4.00722 -2.47267 -0.63557
H -3.17611 -2.62197 0.03362
C -1.95956 0.14363 -3.23113
C -2.54890 1.26468 -2.62861
H -3.24857 1.14460 -1.82107
C -2.24471 2.54493 -3.07672
H -2.76400 3.40489 -2.67088
C -1.30253 2.74095 -4.08907
H -1.14575 3.74487 -4.51392
C -0.58513 1.64879 -4.55797
H 0.15801 1.79445 -5.34301
C -0.84559 0.36891 -4.09056
H -0.24695 -0.45704 -4.44015
C -1.19455 -2.67061 -2.87144
C -1.44645 -3.62792 -3.88636
H -2.41484 -3.61854 -4.38296
C -0.49058 -4.47781 -4.39011
H -0.73247 -5.05027 -5.27771
C 0.76337 -4.55144 -3.77981
H 1.51833 -5.25070 -4.16982
C 1.02214 -3.72710 -2.67325
H 1.99228 -3.82162 -2.17767
C 0.06832 -2.78782 -2.22329
H 0.35933 -2.20315 -1.36151
Ti 0.42127 0.64397 2.27863
C 2.05996 1.81465 1.29156
C 2.01649 2.03873 -0.01412
H 2.81468 2.24380 1.97167
C 0.99396 1.26431 -0.84985
O 1.70541 0.47900 -1.84639
H 1.05395 0.12484 -2.46515
C 0.29041 0.40189 0.10987
H 0.32109 1.95139 -1.37672
C 0.25430 -0.61889 0.86100
Cl 1.07666 1.92226 4.10317
Cl -1.66257 -0.11785 2.92338
P -1.46439 2.61881 1.89837
C -2.21513 3.02252 3.49844
H -1.47818 3.44951 4.17335
H -2.62904 2.12865 3.96457
H -3.02485 3.73769 3.36252
C -0.59978 4.11073 1.40282
H -0.31037 4.02555 0.35536
H 0.30329 4.21072 2.00237
H -1.23493 4.98288 1.53806
C -2.92929 2.53054 0.82498
H -3.29104 1.49243 0.81746
H -2.66808 2.84170 -0.19420
H -3.71037 3.19266 1.22608
P 3.22691 3.07181 -0.87793
C 3.87261 4.08385 0.43451
C 2.29076 4.02241 -2.06381
H 4.14158 3.47574 1.30479
H 3.12157 4.82373 0.74267
H 4.76668 4.58676 0.05198
H 1.86722 3.35838 -2.83260
H 3.00848 4.72944 -2.50538
H 1.47704 4.56006 -1.55184
C 4.44684 2.03451 -1.64857
H 5.17728 1.70185 -0.90039
H 4.93766 2.64066 -2.41816
H 3.95245 1.16375 -2.09670
H 0.09821 -1.71974 0.80172
C 2.81599 -2.36743 1.31447
N 2.72152 -2.63304 2.75162
C 3.35714 -3.81542 3.25683
C 1.95024 -1.87443 3.54008
O 1.47473 -0.79304 3.02848
N 1.69758 -2.19729 4.85740
C 2.84398 -2.15395 5.75663
C 0.47380 -1.54737 5.35469
H 3.69193 -2.93367 0.98801
H 2.96077 -1.30668 1.05169
H 1.94437 -2.75630 0.75562
H 4.27280 -3.54738 3.77509
H 2.67920 -4.33048 3.93039
H 3.58285 -4.41264 2.39218
H 2.70153 -1.40499 6.54401
H 3.04209 -3.11793 6.23993
H 3.74006 -1.87699 5.18846
H 0.57904 -0.44475 5.28836
H -0.37604 -1.84481 4.72817
H 0.25951 -1.82839 6.39447
*
```

## Properties
- Maximum force: 7.6 eV Å⁻¹
- HOMO energy: -11.64 eV
- Kohn-Sham gap: 3.79 eV

Record 4
C30H31DyNOP2 | the ωB97M-V functional and the def2-TZVPD basis

Structure (ORCA input):
```
! RIJCOSX wB97M-V def2-TZVPD def2/J DEFGRID3
* xyz 1 6
C 4.71390 0.66831 0.02819
C 3.36567 0.94309 0.24661
C 2.53908 1.28766 -0.85642
C 3.09931 1.40088 -2.15608
C 4.48328 1.12376 -2.33075
C 5.26671 0.74366 -1.25696
C 2.26356 1.84750 -3.18482
C 1.11384 2.58409 -2.90340
C 0.58614 2.47880 -1.59080
C -0.56681 3.22139 -1.21122
C -1.19843 4.01243 -2.16738
C -0.69579 4.10461 -3.47168
C 0.44767 3.42639 -3.83666
H 5.35019 0.42113 0.87512
H 4.92227 1.22938 -3.32443
H 6.32505 0.53199 -1.37949
H 2.66602 1.91023 -4.19222
H -2.07884 4.58798 -1.88444
H -1.21075 4.74689 -4.18480
H 0.86079 3.52247 -4.84250
N 1.17241 1.54610 -0.73437
Dy -0.13827 -0.22840 -0.28417
C 2.82988 0.83693 1.66574
H 2.28678 1.74710 1.97497
H 3.68426 0.71887 2.35215
C -1.14279 3.15158 0.19288
H -0.35289 3.24985 0.95409
H -1.87049 3.96857 0.32651
P 1.67877 -0.60599 1.87383
P -2.02779 1.55735 0.54153
C -3.53438 1.81232 -0.45246
H -4.15780 0.91203 -0.39013
H -4.11376 2.67453 -0.09120
H -3.29021 1.95289 -1.51100
C -2.61652 1.81829 2.24720
H -3.20861 2.73944 2.35357
H -3.23137 0.96184 2.54978
H -1.76108 1.85984 2.93453
C 2.84574 -1.98761 1.58941
H 3.61074 -2.06823 2.37454
H 2.26938 -2.92221 1.56149
H 3.34746 -1.87030 0.62076
C 1.43387 -0.66428 3.67591
H 0.75365 -1.49347 3.89750
H 2.36076 -0.81234 4.24350
H 0.95750 0.26061 4.02046
C -0.58396 -0.07102 -2.76537
O -1.70716 0.31969 -2.93502
H 0.22792 0.17673 -3.57135
C -2.59849 -5.73229 -0.56110
C -1.75451 -4.92201 -1.35815
C -1.31771 -3.68659 -0.89260
C -1.70180 -3.20578 0.40051
C -1.30426 -1.97240 0.96246
C -1.69241 -1.57594 2.22379
C -2.55583 -2.39703 3.00319
C -2.97845 -3.60694 2.49960
C -2.56951 -4.04095 1.20886
C -2.99318 -5.28985 0.69383
H -2.91949 -6.70282 -0.95237
H -1.43485 -5.27627 -2.34351
H -0.65996 -3.06733 -1.52033
H -1.35463 -0.62433 2.65485
H -2.86571 -2.05271 3.99237
H -3.63391 -4.25080 3.09457
H -3.64018 -5.92933 1.30289
*
```

## Properties
- <S²>: 9.34
- Maximum force: 3.5 eV Å⁻¹
- Energy relative to the best compared isomer or geometry (same formula, charge and spin): 44.9 kJ/mol
- HOMO energy (alpha / beta): -9.73 / -9.63 eV
- Kohn-Sham gap (alpha / beta): 5.18 / 5.07 eV